# 1
11
Properties=species:S:1:pos:R:3:forces:R:3:nbo_charge:R:1 method="wB97M-V/def2-TZVPD" homo_energy_ev="-9.26 / -8.39" spin_multiplicity=1 relative_energy_ev=6.0116 fmax_ev_per_a=3.63 energy_ha=-700.28186
P -0.966811 -0.029780 1.924049 0.494 -1.095 -1.909 0.845
O -1.916802 0.738069 -1.598028 -0.495 0.267 -1.866 -0.549
O 2.232864 -0.594070 0.181741 -0.279 0.232 1.767 -0.591
O -1.804749 0.416204 0.503402 0.040 -0.380 3.613 -0.745
N 0.953311 0.127029 0.486509 1.301 0.316 1.059 -0.223
C -1.243077 0.470066 -0.668819 1.135 0.190 -0.496 0.785
C 0.257549 0.242999 -0.751114 0.436 -1.028 -2.765 -0.412
H 2.991832 -0.462191 0.904827 -3.176 0.197 -1.754 0.490
H -1.449969 -1.413472 1.825354 0.467 0.669 0.194 -0.081
H 0.335674 -0.683425 -1.519130 0.257 1.942 1.715 0.231
H 0.610178 1.188572 -1.288792 -0.182 -1.310 0.442 0.250


# 2
80
Properties=species:S:1:pos:R:3:forces:R:3:lowdin_spin:R:1 method="wB97M-V/def2-TZVPD" homo_energy_ev="-5.56 / -6.66" spin_multiplicity=4 relative_energy_ev=0.0000 fmax_ev_per_a=0.40 energy_ha=-3852.55480
Co 0.364616 0.587039 -0.216227 -0.124 -0.048 -0.113 1.003
S -0.278031 -5.163414 -3.367826 -0.194 -0.038 0.027 0.007
O -1.188091 -0.277098 1.451228 0.160 -0.035 0.110 0.026
N -0.887305 -0.095163 -1.535782 -0.040 -0.168 0.019 0.015
N 0.575135 3.372798 1.642496 -0.101 0.046 -0.128 0.021
N -2.291186 1.878887 -1.765930 0.004 -0.028 -0.084 0.081
N 1.491096 -0.976964 -0.506808 0.028 -0.113 -0.043 0.102
N 3.296344 -0.467474 1.004336 0.056 0.051 0.028 0.175
N -0.566996 2.264537 -0.156703 0.170 0.358 0.019 0.044
N 0.050506 -2.352772 -1.958826 -0.049 0.197 0.015 0.036
N -0.279723 -3.542788 -1.140213 -0.026 0.008 -0.061 0.027
N 1.599508 1.243770 1.088995 0.023 0.155 0.233 0.015
C -2.716635 6.269476 -1.074576 0.033 -0.017 0.041 0.018
C -2.423949 0.416741 1.629796 -0.018 -0.014 -0.076 0.002
C 0.260407 -1.843397 2.594486 0.014 0.030 0.014 0.002
C 5.059100 -3.847891 -1.256041 -0.025 -0.034 -0.028 0.061
C 2.296696 2.313238 3.015287 -0.127 -0.009 -0.138 0.040
C -4.365824 -2.607254 -3.251128 0.099 -0.038 0.037 -0.003
C -1.080268 -1.419762 -1.807892 0.166 -0.095 0.019 0.030
C 2.763446 -1.116267 0.012577 -0.011 0.013 0.195 0.107
C -2.390745 1.304527 2.857732 0.010 -0.017 0.017 0.001
C -0.244533 3.345966 0.615609 0.042 -0.314 0.152 0.109
C -2.032561 0.539773 -1.866359 -0.011 -0.048 -0.106 -0.004
C -0.388563 -4.677592 -1.711605 0.091 0.048 -0.018 0.031
C 3.435696 -2.220640 -0.663238 0.004 0.023 0.037 0.058
C -4.287833 -0.228064 -2.826689 -0.046 -0.028 -0.025 -0.003
C -4.974846 -1.329309 -3.266166 -0.007 0.047 -0.001 0.007
C -3.082883 -2.797592 -2.801933 -0.100 0.084 -0.047 0.005
C -1.845196 4.077293 -0.839986 0.028 0.026 -0.030 0.015
C -1.886568 6.704770 -0.035265 -0.046 -0.010 -0.060 -0.006
C -1.577280 2.642587 -1.016735 -0.182 -0.119 0.035 0.003
C 1.374193 2.352313 1.905121 0.105 0.004 -0.028 0.201
C 4.310761 1.683882 4.793970 -0.012 -0.022 -0.044 0.037
C 0.190842 -2.492655 -3.423756 0.016 0.099 0.152 0.020
C 2.475440 3.131996 4.124451 0.060 0.043 0.069 0.029
C 2.521516 -2.769086 -1.571067 -0.097 0.038 -0.051 0.025
C 3.113843 1.202476 2.802862 0.089 -0.168 -0.054 0.049
C 4.704009 -2.745954 -0.495609 0.063 0.029 0.047 -0.001
C -1.029987 5.828505 0.612860 0.022 0.001 0.097 0.015
C 3.486777 2.800057 5.009755 -0.030 -0.001 -0.041 0.022
C -2.707144 4.944800 -1.488749 -0.039 -0.025 -0.003 -0.005
C -2.971537 -0.395865 -2.368116 -0.124 0.140 -0.014 0.008
C 2.653627 0.583780 1.574000 0.100 -0.012 0.056 0.169
C -1.024160 4.506956 0.192619 -0.024 0.109 -0.049 0.001
C 1.352551 -1.949879 -1.425049 -0.183 -0.060 -0.135 0.300
C 2.879260 -3.886541 -2.332116 0.031 -0.030 -0.024 0.052
C 4.136917 0.874517 3.683780 0.051 0.006 0.053 0.017
C -2.357999 -1.673138 -2.338724 0.122 0.003 -0.011 0.000
C -1.149313 -1.509375 2.170847 -0.039 0.025 0.030 0.002
C 0.006963 -3.613878 -4.093367 -0.038 -0.184 -0.106 0.016
C 4.149770 -4.408671 -2.161112 -0.003 0.046 0.034 -0.002
H -3.373039 6.980126 -1.561220 0.012 -0.012 0.008 0.001
H -3.238395 -0.312463 1.687702 -0.003 -0.020 -0.009 0.000
H 4.771049 0.015451 3.502502 -0.028 0.025 0.000 0.000
H -3.343406 4.589520 -2.289135 0.006 0.026 0.007 -0.001
H 1.840595 3.993993 4.283158 0.016 -0.006 0.001 0.001
H -1.783830 -1.419749 3.057830 -0.018 -0.015 0.002 0.001
H 2.204713 -4.333954 -3.047639 0.114 0.005 0.062 0.004
H 3.650080 3.412827 5.887280 0.001 -0.004 -0.002 0.000
H -0.589568 -5.499608 -1.030982 -0.036 0.029 -0.012 0.003
H -1.641532 2.088276 2.740389 0.006 -0.007 0.011 0.000
H 5.094018 1.456623 5.506197 -0.018 0.013 -0.005 0.002
H -3.365620 1.772914 3.008393 0.023 0.012 -0.001 0.000
H -5.990965 -1.228986 -3.627135 0.031 -0.015 0.012 0.001
H -2.148080 0.729916 3.755042 -0.022 0.021 -0.022 0.000
H -1.566141 -2.301075 1.538330 -0.007 -0.003 -0.037 0.000
H 0.668743 -1.059114 3.235985 -0.002 -0.024 -0.029 0.000
H -2.669229 -3.794387 -2.793354 0.048 -0.050 -0.006 0.001
H 6.043410 -4.285149 -1.149741 -0.014 0.014 -0.009 0.004
H 0.057421 -3.621335 -5.172926 0.019 0.051 0.021 0.001
H -0.386165 6.159142 1.418167 -0.006 -0.028 -0.024 0.001
H -4.734697 0.758535 -2.829031 0.024 -0.021 0.008 0.000
H 5.385962 -2.299262 0.216835 -0.023 -0.013 -0.011 -0.001
H 4.449148 -5.269497 -2.745906 -0.010 0.008 0.008 -0.002
H -2.583166 1.010230 0.733201 -0.033 0.006 -0.019 0.001
H 0.261849 -2.784995 3.148277 0.005 0.038 -0.002 0.000
H -4.934087 -3.463232 -3.596420 0.015 0.021 0.005 0.000
H 0.407033 -1.541933 -3.886593 -0.034 0.026 0.056 0.003
H 0.907089 -1.960620 1.729070 0.052 -0.013 -0.031 0.001
H -1.913055 7.745604 0.262509 -0.008 -0.017 -0.003 -0.001


# 3
153
Properties=species:S:1:pos:R:3:forces:R:3:lowdin_charge:R:1 method="wB97M-V/def2-TZVPD" homo_energy_ev=-7.88 spin_multiplicity=1 relative_energy_ev=4.8212 fmax_ev_per_a=3.77 smiles=CC1(C)CCCC(C)(C)N1O.CC1(C)CCCC(C)(C)N1O.CC1(C)CCCC(C)(C)N1O.CC1(C)CCCC(C)(C)N1O.CCO.CO.CO.CO.CO energy_ha=-2554.83163
O -5.572132 2.098812 2.524390 0.366 0.128 -0.189 -0.136
O 3.066578 0.865352 -0.406040 -1.085 -0.994 2.012 -0.007
O -8.933212 3.958462 -3.094720 -0.581 0.256 -0.210 -0.122
O 0.547798 -4.246988 -2.224170 0.678 0.934 -1.840 -0.022
O -1.962832 2.969602 5.953790 0.334 -1.732 0.878 -0.146
O -2.071352 4.799892 3.519320 0.608 -0.359 -0.049 -0.143
O -3.647782 3.547082 -0.665890 -1.755 1.604 0.855 0.018
O 1.750978 1.060072 3.994500 0.230 -1.811 0.123 -0.001
O -0.204732 1.858832 -7.404510 -0.351 -0.087 -2.115 -0.063
N -2.804582 2.613752 -1.102040 3.316 -1.435 -1.085 -0.162
N 0.086868 -4.546558 -0.987710 -1.518 -1.628 2.862 -0.127
N 2.387258 -0.198418 4.249840 2.727 -0.291 0.450 -0.099
N 3.637668 1.059502 -1.596810 2.895 -0.098 -1.686 -0.147
C -3.469692 1.438662 -1.669930 -1.342 -0.342 -1.294 -0.444
C 1.849268 0.042682 -2.878230 -0.487 -1.016 -0.017 -0.026
C 0.379048 -5.842378 1.113640 -0.043 -0.275 0.038 -0.149
C 2.641778 -2.347808 5.572750 0.379 -0.331 -0.816 -0.164
C 2.567868 3.224862 -2.047180 -0.884 -0.403 -0.577 -0.019
C 3.873958 2.443752 -1.833760 0.076 0.506 -0.689 -0.514
C -0.669462 1.555932 -1.088740 -0.299 -2.226 1.786 -0.113
C -2.468802 0.448202 -2.349300 -1.252 0.231 0.386 -0.150
C 1.361158 -6.864058 -1.071380 -0.839 1.262 0.193 -0.008
C 1.803398 -1.083678 5.316040 -0.007 0.838 -0.993 -0.498
C 3.171428 -2.945848 4.297340 1.095 0.627 0.744 -0.179
C -0.544292 1.752282 -6.080310 0.347 0.982 1.610 -0.339
C 2.369948 -1.118178 1.939170 0.096 -0.040 0.031 -0.037
C 4.571848 3.121642 -0.652860 1.145 0.413 -0.526 -0.023
C 4.139628 -1.869058 3.649850 -2.570 -1.299 -0.363 -0.094
C -0.645182 2.563202 5.440650 -1.754 2.064 -0.402 -0.105
C 2.310448 -4.663428 -0.007710 -0.364 -1.005 -0.468 -0.026
C -2.147022 -3.301288 -1.175190 1.673 -0.042 -0.277 -0.034
C 3.810228 -1.317698 -2.138080 -0.610 -1.001 0.555 -0.026
C -1.342272 0.199372 -1.457150 1.718 0.579 0.202 -0.209
C 1.005988 -5.528588 -0.278430 0.342 1.124 0.323 -0.412
C 0.342248 -1.373918 4.959090 -0.181 -0.817 0.248 -0.015
C 4.129168 0.292142 -3.901300 -0.377 1.060 -1.851 -0.137
C 3.262198 -0.658858 3.149750 1.061 -1.003 -1.506 -0.438
C -1.391802 -4.705398 -1.006460 -1.028 0.788 0.531 -0.483
C -0.767332 5.377212 3.275950 -0.803 0.451 0.525 -0.133
C 0.098148 2.947682 -5.320630 -0.914 -1.092 1.552 -0.067
C 4.242008 1.767872 -4.345080 0.970 -1.201 2.046 -0.152
C -1.774642 2.198382 1.204690 0.677 -0.169 -0.379 -0.008
C -4.343962 2.004222 -2.854140 -0.137 -0.453 0.929 -0.023
C -8.137512 3.074712 -3.861340 0.800 0.407 0.457 -0.171
C -1.574142 2.537082 -0.273410 0.853 -0.578 -2.262 -0.465
C 4.743488 2.498472 -3.100440 -0.286 2.078 -0.991 -0.136
C -1.853682 -5.176088 0.372930 -1.115 -1.120 -0.035 -0.143
C -4.384822 0.686952 -0.655460 0.613 -0.239 -0.558 -0.022
C -0.780222 3.856642 -0.351390 -0.962 -0.056 0.997 -0.030
C 3.365888 0.057922 -2.631320 -1.381 0.020 0.925 -0.487
C -5.906332 0.713862 2.623990 -0.309 0.619 -0.333 -0.145
C -1.074612 -6.350638 1.030560 1.004 1.057 -1.190 -0.145
C 4.292698 0.414102 2.580270 -1.378 0.037 0.926 -0.025
C 1.918268 -0.355798 6.609420 -0.847 0.917 1.452 -0.053
C -1.955232 -5.576788 -2.115750 1.093 -0.874 -1.081 -0.046
H 1.459588 -0.888778 -3.288890 0.497 -0.375 -0.502 0.084
H 5.075418 3.991352 -1.074900 -0.346 0.521 -0.025 0.082
H -1.766792 -6.638628 -1.957400 0.152 -0.137 0.167 0.077
H 4.747778 3.508752 -3.509590 0.221 0.726 0.813 0.113
H 0.010998 2.287772 6.266270 -0.238 0.301 -0.089 0.072
H 0.379728 -4.961488 1.755610 -0.004 0.413 -0.248 0.105
H -2.756682 5.451562 3.354270 0.156 0.139 -0.020 0.084
H -1.305362 4.574582 0.278600 -0.124 0.493 -0.412 0.070
H -0.620622 1.793152 4.669600 -0.483 -0.232 0.200 0.050
H -0.065552 -2.142218 5.615970 -0.117 0.194 0.449 0.084
H 1.495118 -6.577628 -2.114500 0.091 -0.211 -0.049 0.075
H -0.140102 2.004952 -1.929130 -0.348 0.120 0.026 0.091
H -5.106212 1.348142 -0.175330 0.136 0.049 0.067 0.067
H -0.638652 4.205072 -1.374450 -0.010 0.034 0.169 0.093
H 1.480648 0.807152 -3.562180 0.044 0.322 0.301 0.071
H 3.494748 -2.085888 6.198800 -0.006 0.090 0.081 0.114
H 2.160508 -3.770408 0.599030 -0.456 -0.387 0.470 0.055
H -4.936002 -0.104358 -1.163530 -0.202 0.133 -0.258 0.086
H -3.002912 -5.514338 -2.409980 -0.151 0.520 0.672 0.086
H 1.572998 -1.029478 7.393660 -0.071 0.005 0.244 0.093
H 2.103998 -3.140858 6.092350 -0.545 0.441 0.297 0.124
H 2.701528 4.269522 -2.328090 0.169 -0.080 -0.105 0.102
H -6.043882 0.331182 1.612690 -0.131 -0.029 0.028 0.057
H -2.249412 1.227572 1.346910 -0.528 0.337 0.214 0.080
H 2.853218 -1.412478 1.007530 0.748 0.137 0.206 0.065
H -0.643142 -0.459988 -1.971520 0.369 0.169 -0.101 0.087
H -9.820662 3.951512 -3.460750 -0.041 0.052 0.155 0.069
H -5.099242 0.136392 3.074810 -0.141 0.050 0.366 0.079
H -1.726922 -2.568928 -0.485800 -0.125 -0.145 0.405 0.063
H -7.173242 3.568392 -3.982020 0.128 -0.068 -0.127 0.070
H -1.621432 1.767492 -5.914080 -0.196 0.427 -0.618 0.107
H 5.066208 -0.255668 -3.801480 0.234 0.464 -0.508 0.122
H 1.198068 0.752582 3.272460 -0.763 0.719 -0.407 0.063
H 3.284798 2.138622 -4.711690 -0.067 0.083 0.215 0.089
H 4.591248 -2.470518 2.860930 0.256 0.874 -0.633 0.110
H 1.039248 -6.518438 1.656940 0.088 -0.383 -0.237 0.115
H -1.960992 -2.839878 -2.145030 0.039 -0.279 -0.402 0.068
H -0.026352 4.598582 3.094900 -0.377 -0.072 -0.478 0.073
H 1.293248 0.534862 6.674080 -0.070 0.035 -0.169 0.063
H -5.345152 2.285702 -2.527830 0.107 0.377 0.193 0.060
H 0.209788 -1.838378 3.981930 0.310 0.279 -0.314 0.073
H -2.844432 -5.543068 0.104900 -0.409 0.024 0.523 0.112
H 2.305208 -3.300888 3.739020 0.228 0.435 -0.799 0.096
H 1.737198 -1.975368 2.169270 -0.205 0.195 0.352 0.052
H -7.954772 2.186372 -3.256730 -0.116 -0.404 -0.422 0.071
H 0.434358 -3.295938 -2.159020 0.538 0.375 -0.882 0.098
H -4.528812 1.230072 -3.598870 0.329 -0.035 -0.157 0.078
H 5.788258 2.283572 -2.876010 -0.063 -0.458 0.052 0.128
H 3.699188 1.173542 2.071260 0.284 0.292 0.152 0.053
H -2.193252 3.072162 1.704060 -0.738 -0.432 0.188 0.069
H 0.543058 -7.580768 -0.999720 -0.180 0.123 -0.137 0.061
H -1.447982 -6.757018 1.970530 -0.173 0.592 0.116 0.108
H 4.874698 0.841762 3.396650 -0.197 0.188 0.124 0.078
H -0.306432 0.748452 -5.728400 0.679 0.012 0.614 0.101
H -2.480902 3.423712 5.285230 0.481 0.014 -0.460 0.036
H -3.814022 2.866502 -3.258790 -0.179 -0.126 -0.227 0.087
H -0.808942 2.106012 1.701680 0.356 -0.049 -0.157 0.075
H -2.098312 0.813812 -3.306980 -0.041 0.479 0.002 0.116
H -3.790282 0.142192 0.077930 0.053 0.250 0.301 0.068
H -1.097442 -7.201138 0.349220 -0.116 -0.077 -0.175 0.090
H 1.332588 0.016472 -1.918820 0.098 0.732 0.047 0.057
H 2.928708 -0.044868 6.874790 0.095 -0.173 -0.355 0.095
H 4.928958 -1.526338 4.318880 -0.232 -0.136 0.291 0.115
H -6.856052 0.676482 3.157610 0.138 -0.739 0.123 0.082
H 1.188108 2.949332 -5.330370 -0.019 0.236 -0.498 0.053
H -2.016312 -4.274538 0.963570 0.406 -0.336 0.657 0.111
H 3.031148 -1.835708 -1.578790 -0.334 0.115 0.067 0.059
H 3.900658 3.468442 0.132850 0.079 -0.285 0.020 0.084
H -2.913052 -0.518758 -2.585390 -0.763 0.131 -0.007 0.115
H -8.521622 2.879142 -4.862500 -0.185 -0.246 0.151 0.080
H -0.150482 2.864892 -4.262600 0.069 -0.443 0.444 0.042
H 2.238158 -7.410678 -0.724710 0.178 0.485 0.224 0.076
H -0.442212 3.521172 4.961890 1.627 -0.416 -0.066 0.047
H -1.405312 -5.309958 -3.018240 0.038 -0.106 -0.185 0.077
H 4.980638 1.929972 -5.130090 -0.075 -0.285 -0.123 0.114
H 4.657648 -1.364788 -1.454150 0.292 0.596 -0.290 0.095
H 4.011368 -1.962618 -2.993480 0.059 -0.017 -0.049 0.088
H 3.707808 -3.865958 4.529270 0.317 0.010 0.029 0.105
H 1.977728 2.688212 -2.790030 0.081 0.410 -0.510 0.051
H -1.545022 -0.385838 -0.560200 -0.558 0.330 0.244 0.100
H 0.044098 1.138092 -0.378570 0.859 0.773 0.188 0.097
H 5.018418 0.056692 1.849730 -0.358 -0.640 -0.007 0.081
H 2.336918 1.487832 -0.364550 -0.798 0.075 0.231 0.076
H -6.073842 2.580332 3.186230 0.122 -0.026 -0.029 0.070
H -0.410982 5.892502 4.167910 -0.089 0.148 0.152 0.078
H -3.231602 -3.336228 -1.072450 0.105 -0.439 0.233 0.088
H -3.957272 3.217442 0.180960 -0.673 0.195 0.673 0.088
H 0.748768 1.800422 -7.499510 0.009 -0.007 0.074 0.088
H -0.284672 -0.484468 5.021900 0.079 0.004 0.000 0.068
H 3.519028 -0.065968 -4.730510 0.201 -1.302 0.157 0.120
H -0.866072 6.117102 2.481640 0.450 -0.233 -0.236 0.080
H 2.782968 -4.234748 -0.891480 -0.158 -0.540 -0.438 0.063
H 0.155448 3.713372 0.189050 0.303 -0.117 -0.326 0.075
H 5.444198 2.598102 -0.261700 -0.401 -0.637 0.253 0.090
H -0.377352 3.913602 -5.490890 0.352 -0.044 -0.998 0.080
H 1.863698 3.231372 -1.215190 0.370 0.021 0.549 0.051
H 3.013448 -5.363408 0.443840 0.281 0.312 0.251 0.078
H 1.755878 -0.284458 1.598700 -0.338 0.125 0.166 0.060